C35H59BeBrCl2F5I2MgN5O15S6 | ωB97M-V with the def2-TZVPD basis set

Orbital gap, eV: 1.16
M, g/mol: 1515.20
Electronic energy, eV: -271110.958
Net charge: +2
HOMO level, eV: -9.89
LUMO level, eV: -8.7

Last column: Mulliken charge in e.
Geometry (Å):
C -0.6976 1.0129 0.0643  -0.989
C 3.4144 -1.4227 -1.7112  -1.257
C -6.0994 -2.9890 5.7124  0.179
H 3.6363 -3.2219 -4.0810  0.137
C 0.0929 -0.8976 -1.6456  3.005
H -2.3333 -1.6825 -0.6527  -1.046
S -5.0135 2.4435 1.7246  -0.248
C 0.3212 -2.4086 -1.4327  -1.761
H 7.8631 -1.1377 7.5771  0.447
C -1.1643 -0.8119 -3.7018  -1.824
H 7.7974 -0.0022 8.9546  0.322
H -3.1972 -1.3613 -6.2418  0.362
H -0.5445 1.1358 1.1297  0.576
F 4.4540 -0.1544 3.2630  -0.270
Cl 4.5174 -0.5502 0.6937  -0.127
C 7.7331 -0.0989 7.8692  -0.774
O 3.7241 1.4133 -5.9839  -0.397
H 0.7707 -0.5567 0.3758  0.553
C -0.1121 -0.3739 -0.2207  -2.080
H -2.3555 -3.0701 1.3872  0.518
C -3.9511 6.7576 -0.0139  0.590
C 1.3586 -0.2421 -2.3328  -0.063
H 5.2198 -3.6675 -3.5702  0.523
H 3.0732 0.9130 -3.6985  0.766
C -7.5399 -0.5037 -0.3999  -1.035
F 9.0502 1.5811 4.7479  -0.686
H -2.3325 2.2820 0.1488  1.134
H -9.7279 -0.0786 2.4833  0.453
Be -0.8203 -3.3061 -6.5918  0.071
H 3.0979 -1.5535 -0.6824  -0.079
O -2.9571 6.0206 0.0252  -0.508
H 2.6976 -0.3668 -4.7240  0.450
H -4.1037 -3.3314 5.1072  0.331
S -3.0571 0.3498 1.2516  0.003
H 0.1990 -1.9401 -7.6408  0.592
H 1.0816 3.7552 -1.2811  0.329
O -2.0872 -5.7062 0.8813  -0.529
H -0.3828 0.9398 -6.2318  0.370
C -4.6818 1.0232 1.0665  0.373
C -5.4208 -0.7861 -0.4871  -0.442
H -0.2423 1.6087 -2.4387  -0.332
Mg 7.4905 4.5859 7.3983  0.960
H -2.6123 1.0704 -1.0569  0.435
C 4.0792 -2.7403 -2.0429  -0.168
C -5.0472 -2.9618 4.7111  -0.265
H -0.8160 -1.0316 0.2701  1.050
N -6.5428 -1.2730 -0.9585  -0.598
C -0.8300 -3.2845 -0.8969  -2.233
H 0.7729 -2.8919 -2.2835  0.424
H -7.4876 1.2176 0.9492  0.520
H 3.2177 1.2705 -1.7899  0.279
O 5.2059 0.4728 8.4715  -0.679
C 2.6322 1.4743 -5.6277  -0.369
C -2.2563 -2.7530 -0.7471  0.640
H 2.0611 3.0119 -3.2656  0.276
O -9.5326 -0.8354 1.8918  -0.384
C 0.9876 3.0742 -3.3546  -0.835
H -6.0067 6.0176 -0.2463  0.278
H -0.2009 2.8558 3.2413  0.254
Br 1.4702 2.6539 -6.6165  -0.091
H 4.2204 -0.7112 -1.7952  0.981
H -0.5345 -3.6665 0.0684  0.752
H -2.9595 -0.3853 -7.6547  0.445
H 6.4148 2.2385 5.8272  0.503
C 4.4784 -2.8848 -3.4925  -1.260
H -4.8827 -1.9427 4.3615  0.140
H -5.6469 6.6111 1.3859  0.293
H -0.9727 3.8980 2.4260  0.233
C 0.0987 -0.4682 -4.5091  -0.587
S 6.0953 0.4254 7.3494  1.052
H 8.1641 2.6114 8.3317  0.431
I 1.0484 -2.5351 -5.0615  0.547
C -2.9500 -3.2742 0.5072  -0.869
C 2.3310 0.5945 -4.4080  -0.247
H -8.5816 -0.6437 -0.5806  0.478
H 0.8192 -0.2729 -6.5051  0.888
O 2.3173 -1.2047 -2.6076  -0.355
H -4.9926 5.0416 0.8496  -0.244
C -5.2600 6.0437 0.5435  -0.263
O 0.7869 0.5352 3.8581  -0.682
O -0.5652 3.0280 2.3640  -0.445
O 1.7755 -0.5543 1.9181  -0.743
C 0.4967 3.9203 -2.1722  -1.593
O -1.1262 -0.6283 -2.3576  -0.448
C 8.6847 0.8646 7.1665  -0.733
H -5.3258 -3.5792 3.8584  -0.020
C -0.1222 -0.0877 -6.0093  -0.934
H -0.8875 -4.1825 -1.4968  0.441
F 3.0685 -1.2802 4.4913  -0.245
Cl -4.7146 -5.1981 1.7956  -0.283
H 9.6832 0.8159 7.5941  0.425
C 8.0707 2.2395 7.2742  -0.851
H -4.4492 -1.1571 -0.7314  0.645
H -8.9138 -1.4730 2.3071  0.452
C -6.9850 0.4546 0.4007  -0.210
H -0.1613 1.8495 -0.3513  0.117
O -3.7816 -5.3370 -0.8572  -0.551
H -10.3555 -1.2720 1.5873  0.456
F -0.8109 1.8572 -4.2382  -0.367
C 0.2675 1.7386 -3.3755  1.171
S 2.0668 0.9940 -1.1638  -0.031
I -1.9365 -2.8574 -4.1946  0.226
N -6.9556 -3.0026 6.4736  -0.356
N -0.8213 -1.8913 -7.5726  -0.693
H -2.9093 -3.0508 -1.5560  0.419
F 3.5352 0.7726 4.9708  -0.201
O 2.3424 1.7668 2.4300  -0.662
S -3.2202 -5.0057 0.4029  1.138
C 3.3059 -0.0799 3.9683  0.463
H -0.5399 3.7126 -1.9428  0.434
C -1.1574 -0.9293 -6.7531  0.565
H 8.6184 2.9372 6.6031  0.514
H 0.5651 4.9652 -2.4259  0.497
N -5.6257 0.2757 0.3650  0.341
H -1.9577 -0.1907 -4.0746  1.343
O -4.1654 7.9055 -0.3897  -0.553
S 1.8869 0.4879 2.9265  1.193
H 4.8896 -1.9733 -3.9033  0.271
H 5.9278 2.8234 7.4559  0.638
H -3.9002 -2.7748 0.6225  0.689
H 3.7009 -4.6189 -1.6542  0.368
O 5.7524 -0.2315 6.1358  -0.490
H 8.7598 0.7225 6.0628  0.402
H 0.7199 3.6434 -4.2237  0.648
H 1.0987 -2.4465 -0.6884  0.413
C -2.5989 -0.5738 -6.6516  -1.310
N 1.0084 0.4322 -3.7249  1.817
C 6.5778 2.1252 6.8995  -0.770
H 4.9846 -2.7133 -1.4420  0.547
H -2.7130 0.3470 -6.1014  0.340
C -2.1893 1.2316 -0.0722  -1.298
O 3.2424 -3.7802 -1.5895  -0.551